1.
Here is a 11-piece molecular cluster, C118H76N4O14 overall in a non-equilibrium geometry from the Open Molecules 2025 dataset. Energies are from ωB97M-V/def2-TZVPD.

Summary:
Kohn-Sham gap	7.7	eV
SMILES	O=C1c2ccccc2C(=O)c2ccccc21.O=C1c2ccccc2C(=O)c2ccccc21.O=C1c2ccccc2C(=O)c2ccccc21.O=C1c2ccccc2C(=O)c2ccccc21.O=C1c2ccccc2C(=O)c2ccccc21.O=C1c2ccccc2C(=O)c2ccccc21.O=C1c2ccccc2C(=O)c2ccccc21.c1ccncc1.c1ccncc1.c1ccncc1.c1ccncc1
net charge	0
LUMO energy	-0.0538	Ha
E_tot	-158224.31095	eV
HOMO	-0.336	Eh

Atoms and positions in Å:
O: 6.2060 -2.3179 0.7684
C: 5.9756 -1.1632 0.6309
C: 7.0704 -0.1299 0.8516
C: 8.3519 -0.5863 1.1898
C: 9.3922 0.3450 1.3345
C: 9.2489 1.7058 1.0517
C: 7.9669 2.1139 0.8019
C: 6.8727 1.2225 0.6874
C: 5.5411 1.7365 0.2391
O: 5.3054 2.9154 0.0057
C: 4.3402 0.6923 0.1784
C: 3.1204 1.1553 -0.1624
C: 2.0509 0.2647 -0.2447
C: 2.3106 -1.0880 -0.0683
C: 3.5746 -1.6094 0.2473
C: 4.5669 -0.6661 0.3781
H: 8.5480 -1.6483 1.2115
H: 10.4187 0.0298 1.7173
H: 10.1304 2.3392 1.0744
H: 7.8272 3.1362 0.4482
H: 2.9348 2.1957 -0.3329
H: 1.0974 0.6191 -0.4434
H: 1.4368 -1.7695 -0.2537
H: 3.7747 -2.6710 0.3399
O: -1.8333 0.1321 7.1338
C: -2.5852 -0.4119 6.3398
C: -2.8998 0.1956 5.0978
C: -2.4533 1.4722 4.8587
C: -2.8794 2.1605 3.6804
C: -3.5384 1.4682 2.7029
C: -3.9434 0.1625 2.8824
C: -3.6504 -0.4568 4.1009
C: -4.2363 -1.8284 4.3383
O: -4.8862 -2.3904 3.4527
C: -4.0011 -2.3808 5.6862
C: -4.5501 -3.6731 6.0386
C: -4.5213 -4.0529 7.3469
C: -3.8486 -3.3784 8.3912
C: -3.2016 -2.2237 8.0444
C: -3.2356 -1.7332 6.6502
H: -1.8625 1.8963 5.6673
H: -2.5360 3.2016 3.5863
H: -3.8894 2.0062 1.8035
H: -4.4004 -0.4228 2.0756
H: -5.0044 -4.2412 5.2918
H: -5.1185 -4.8921 7.6301
H: -4.0223 -3.7390 9.3856
H: -2.6053 -1.6048 8.7007
O: 6.0103 0.0053 -2.3593
C: 4.8711 -0.1130 -2.8254
C: 3.9496 0.9692 -3.0827
C: 4.4884 2.2855 -2.9408
C: 3.7328 3.3566 -3.2283
C: 2.3813 3.1829 -3.6362
C: 1.8240 1.9323 -3.9262
C: 2.6732 0.8078 -3.7054
C: 2.1864 -0.5894 -3.9595
O: 1.0633 -0.7915 -4.4550
C: 3.1251 -1.6953 -3.7612
C: 2.8613 -3.0091 -4.2672
C: 3.8106 -4.0354 -4.2988
C: 5.0761 -3.7475 -3.7521
C: 5.3381 -2.5360 -3.1449
C: 4.3761 -1.4708 -3.1955
H: 5.5272 2.2802 -2.6943
H: 4.1427 4.3784 -3.2832
H: 1.7562 4.0250 -3.7419
H: 0.8381 1.8553 -4.3235
H: 1.9645 -3.1464 -4.8172
H: 3.4698 -4.8922 -4.7875
H: 5.9250 -4.4073 -3.6728
H: 6.3569 -2.3356 -2.8308
O: -0.7210 -7.4208 1.4493
C: -0.6118 -7.1399 0.2904
C: 0.5098 -6.2976 -0.1797
C: 1.3055 -5.6789 0.7031
C: 2.2672 -4.6406 0.3823
C: 2.4359 -4.4188 -0.9767
C: 1.7002 -5.1473 -1.9075
C: 0.6535 -5.9435 -1.5452
C: -0.1515 -6.7361 -2.6352
O: 0.0504 -6.6518 -3.8277
C: -1.3115 -7.5222 -2.1036
C: -2.3747 -7.9367 -2.9928
C: -3.5565 -8.3612 -2.5320
C: -3.6786 -8.5932 -1.1536
C: -2.6493 -8.3523 -0.2992
C: -1.5265 -7.6771 -0.7443
H: 1.1993 -6.0359 1.7109
H: 2.8308 -4.2598 1.2330
H: 3.3099 -3.8493 -1.3509
H: 1.8624 -5.0492 -2.9843
H: -2.2127 -7.8016 -4.0651
H: -4.4298 -8.5665 -3.1005
H: -4.6534 -9.0400 -0.8049
H: -2.7857 -8.5380 0.7148
O: -3.8930 7.1461 -2.4925
C: -4.2227 6.0614 -2.0746
C: -4.5307 4.8960 -2.9886
C: -4.4093 4.9232 -4.3561
C: -4.8453 3.8524 -5.1298
C: -5.3231 2.7450 -4.5809
C: -5.4923 2.7173 -3.1869
C: -5.0481 3.7152 -2.3834
C: -5.2080 3.5013 -0.9060
O: -5.5335 2.4369 -0.4775
C: -4.8362 4.6322 -0.0281
C: -4.8624 4.5579 1.3729
C: -4.2747 5.5059 2.1212
C: -3.6797 6.6450 1.5978
C: -3.7227 6.8221 0.2007
C: -4.2592 5.8000 -0.5969
H: -3.8409 5.7885 -4.8136
H: -4.7984 3.9736 -6.2317
H: -5.5738 1.8826 -5.2166
H: -6.0559 1.9129 -2.7792
H: -5.1399 3.6177 1.8391
H: -4.2289 5.3716 3.2123
H: -3.1663 7.4378 2.1623
H: -3.3704 7.7374 -0.3020
O: -4.2376 -5.5025 -1.1059
C: -3.3285 -4.7082 -0.9192
C: -2.8155 -4.5719 0.4823
C: -3.3320 -5.4210 1.4965
C: -2.7552 -5.3220 2.7278
C: -1.7328 -4.4374 3.0210
C: -1.1826 -3.6034 2.0553
C: -1.7144 -3.7094 0.7280
C: -1.2865 -2.7340 -0.3157
O: -0.7694 -1.7008 0.0388
C: -1.7042 -2.9592 -1.7239
C: -1.0759 -2.4008 -2.8307
C: -1.3696 -2.8044 -4.1838
C: -2.3269 -3.7887 -4.3950
C: -2.9580 -4.3663 -3.3163
C: -2.6284 -3.9745 -2.0261
H: -4.2235 -5.9804 1.2415
H: -3.2441 -5.9046 3.4589
H: -1.5503 -4.3262 4.1057
H: -0.4720 -2.8243 2.2712
H: -0.2458 -1.7394 -2.6523
H: -0.8672 -2.2445 -4.9932
H: -2.6781 -4.0141 -5.3564
H: -3.7377 -5.0853 -3.4455
O: 5.3476 2.0810 4.3803
C: 4.5103 1.2175 4.1866
C: 3.1033 1.6013 3.8180
C: 2.7011 2.8773 3.6598
C: 1.4216 3.2106 3.2183
C: 0.5134 2.2578 2.8096
C: 0.9123 0.9297 2.8899
C: 2.1988 0.6068 3.3525
C: 2.4579 -0.8702 3.4691
O: 1.6233 -1.7123 3.2169
C: 3.8290 -1.2242 3.8210
C: 4.1188 -2.6344 3.9127
C: 5.4069 -3.0118 4.1555
C: 6.3724 -2.0455 4.3370
C: 6.1271 -0.7101 4.3756
C: 4.8446 -0.3050 4.0912
H: 3.2915 3.6999 4.0678
H: 1.1683 4.2372 3.2034
H: -0.4319 2.6652 2.3945
H: 0.3827 0.1012 2.4026
H: 3.3570 -3.3311 3.6678
H: 5.8103 -4.0085 4.0320
H: 7.4200 -2.4049 4.4312
H: 6.8433 0.0365 4.7016
C: -5.6064 -1.2408 -2.2574
C: -5.0175 -1.0440 -3.5450
C: -5.3600 -1.8832 -4.5377
N: -6.1796 -2.9795 -4.4300
C: -6.7078 -3.1583 -3.2272
C: -6.3986 -2.3278 -2.0958
H: -5.3576 -0.6379 -1.3612
H: -4.3382 -0.2130 -3.6805
H: -4.8240 -1.8448 -5.4692
H: -7.4304 -4.0078 -3.0952
H: -6.9681 -2.5120 -1.2071
C: -0.4422 8.9164 -2.6325
C: -1.0520 7.8860 -3.3425
C: -0.2486 6.8200 -3.7753
N: 1.0633 6.7010 -3.5144
C: 1.5708 7.6624 -2.7607
C: 0.9205 8.8420 -2.4350
H: -1.0280 9.5969 -2.0541
H: -2.0979 7.8218 -3.5859
H: -0.6003 6.0872 -4.4394
H: 2.5521 7.5471 -2.4009
H: 1.3885 9.5393 -1.7447
C: 2.4518 5.9630 0.6085
C: 3.7274 5.6921 1.1493
C: 4.1225 6.3019 2.3685
N: 3.2455 7.1177 2.9899
C: 1.9954 7.3678 2.4334
C: 1.5797 6.8012 1.2782
H: 2.2413 5.5693 -0.3298
H: 4.3184 4.9617 0.6584
H: 5.0186 6.0660 2.8825
H: 1.2476 7.9681 2.9938
H: 0.5982 7.0332 0.7874
C: -1.6418 2.1998 -2.5382
C: -1.6675 1.2670 -1.5137
C: -1.4852 1.7417 -0.2190
N: -1.3976 3.0779 -0.0155
C: -1.3844 3.9366 -1.0438
C: -1.5147 3.5577 -2.3682
H: -1.7141 1.8256 -3.5487
H: -1.7652 0.1687 -1.7041
H: -1.3104 1.0982 0.6437
H: -1.2575 4.9707 -0.7471
H: -1.5939 4.1838 -3.2217



2.
Here is C40H38CrNO3PSi as an isolated structure from the Open Molecules 2025 dataset. Energies are from ωB97M-V/def2-TZVPD.

Summary:
Kohn-Sham gap (alpha / beta)	7.2 / 7.6	eV
multiplicity	5
net charge	0
LUMO energy (alpha / beta)	0.0032 / 0.0030	Ha
E_tot	-95319.70391	eV
<S²>	6.021
HOMO (alpha / beta)	-0.260 / -0.275	Eh

Atoms and positions in Å:
Cr: -0.2692 -0.5496 0.1829
C: -3.8913 -2.0306 0.4540
C: -3.6669 -0.6701 0.3762
C: -2.6769 -0.0841 1.1637
C: -1.9007 -0.8757 2.0140
C: -2.1290 -2.2563 2.0800
C: -3.1272 -2.8224 1.3087
H: -4.6595 -2.4887 -0.1532
H: -4.2485 -0.0521 -0.2941
H: -2.5401 0.9869 1.1290
H: -1.1758 -0.4145 2.6850
H: -1.5262 -2.8716 2.7356
H: -3.3104 -3.8861 1.3576
C: 1.7912 0.3611 -2.7933
Si: 2.7170 -0.2195 -1.2713
C: 3.9614 -1.5018 -1.8694
C: 3.7033 1.2213 -0.5566
N: 1.6422 -0.9408 -0.0983
C: 2.0555 -2.1435 0.4738
C: 3.2691 -2.2787 1.1509
C: 3.7306 -3.5104 1.5898
C: 2.9814 -4.6495 1.3591
C: 1.7413 -4.5496 0.7344
C: 1.2725 -3.3112 0.3414
O: 0.0438 -3.0645 -0.2508
C: -0.8395 -4.0235 -0.6968
C: -1.4019 -3.7678 -1.9414
C: -2.3787 -4.6176 -2.4313
C: -2.7925 -5.7154 -1.6889
C: -2.2385 -5.9469 -0.4403
C: -1.2673 -5.0977 0.0723
H: 2.5149 0.6903 -3.5412
H: 1.0978 1.1803 -2.6122
H: 1.2073 -0.4565 -3.2185
H: 4.4598 -1.1144 -2.7592
H: 3.4624 -2.4315 -2.1479
H: 4.7289 -1.7486 -1.1377
H: 4.4120 1.5947 -1.2973
H: 4.2803 0.9028 0.3144
H: 3.0802 2.0655 -0.2544
H: 3.8716 -1.3897 1.2927
H: 4.6867 -3.5771 2.0908
H: 3.3450 -5.6215 1.6612
H: 1.1739 -5.4435 0.5329
H: -1.0829 -2.8879 -2.4837
H: -2.8181 -4.4175 -3.3990
H: -3.5509 -6.3809 -2.0768
H: -2.5720 -6.7885 0.1521
H: -0.8823 -5.2489 1.0691
O: -1.9470 0.3950 -3.4501
C: -1.6795 0.5380 -2.2690
O: -1.0918 -0.3595 -1.5584
C: -2.1772 1.8348 -1.6171
C: -3.4293 2.2458 -2.0801
C: -4.0198 3.4137 -1.6386
C: -3.3398 4.2426 -0.7568
C: -2.0841 3.8688 -0.3162
C: -1.5036 2.6542 -0.7002
P: 0.1707 2.2327 -0.0930
C: 1.0408 3.8271 -0.2860
C: 1.5927 4.5457 0.7699
C: 2.2962 5.7183 0.5272
C: 2.4593 6.1779 -0.7678
C: 1.9259 5.4573 -1.8283
C: 1.2318 4.2851 -1.5909
C: 0.0270 2.0627 1.7343
C: -1.0367 2.4806 2.5370
C: -1.0297 2.2379 3.9018
C: 0.0477 1.5894 4.4923
C: 1.1176 1.1794 3.7115
C: 1.1023 1.4020 2.3407
H: -3.9185 1.6282 -2.8212
H: -4.9964 3.6966 -2.0093
H: -3.7728 5.1802 -0.4340
H: -1.5239 4.5385 0.3229
H: 1.4687 4.1998 1.7871
H: 2.7125 6.2730 1.3581
H: 3.0079 7.0909 -0.9546
H: 2.0531 5.8068 -2.8439
H: 0.8245 3.7249 -2.4259
H: -1.8843 2.9854 2.0931
H: -1.8667 2.5580 4.5077
H: 0.0487 1.4040 5.5579
H: 1.9620 0.6735 4.1618
H: 1.9280 1.0543 1.7302



3.
Here is a 2-piece molecular cluster, N2 overall in a non-equilibrium geometry from the Open Molecules 2025 dataset. Energies are from ωB97M-V/def2-TZVPD.

Summary:
ΔE to the lowest compared entry with this formula, charge and spin	285.0	kcal/mol
Kohn-Sham gap	8.0	eV
net charge	0
LUMO energy	-0.1248	Ha
E_tot	-2968.72108	eV
HOMO	-0.419	Eh

Atoms and positions in Å:
N: 0.0000 0.0000 0.9639
N: 0.0000 0.0000 -0.9639



> Number 3 is which compound?

N2